{
  "formula": "C27H44BrMgNOP2",
  "method": "ωB97M-V/def2-TZVPD",
  "symbols": ["C", "C", "C", "C", "N", "C", "C", "C", "C", "C", "C", "C", "C", "C", "Mg", "P", "H", "H", "H", "H", "H", "H", "H", "H", "C", "C", "H", "H", "H", "H", "H", "C", "C", "H", "H", "H", "H", "H", "C", "C", "H", "H", "H", "H", "H", "Br", "P", "C", "C", "H", "H", "H", "H", "H", "C", "C", "H", "H", "H", "H", "H", "C", "C", "H", "H", "H", "H", "H", "C", "C", "O", "H", "H", "H", "H", "H", "H"],
  "coordinates": [[-7.138, 0.471, -2.251], [-5.754, 0.685, -2.412], [-5.292, 1.829, -3.066], [-6.188, 2.793, -3.453], [-7.493, 2.636, -3.236], [-7.977, 1.524, -2.691], [-4.693, -0.212, -1.946], [-3.459, -0.163, -1.605], [-2.106, -0.333, -1.222], [-1.756, -0.222, 0.168], [-0.492, -0.605, 0.582], [0.492, -1.022, -0.329], [0.134, -1.147, -1.674], [-1.109, -0.717, -2.141], [-3.979, -2.131, -1.591], [1.157, -0.031, 3.166], [-4.224, 2.007, -3.166], [-7.555, -0.389, -1.751], [-5.832, 3.713, -3.916], [-9.062, 1.465, -2.569], [-1.350, -0.708, -3.221], [-2.471, 0.158, 0.883], [0.793, -1.648, -2.364], [-0.208, -0.603, 1.645], [2.742, -0.719, 3.813], [3.761, 0.312, 4.303], [3.147, -1.310, 2.972], [2.460, -1.430, 4.609], [4.559, -0.214, 4.838], [4.215, 0.862, 3.463], [3.305, 1.023, 5.010], [1.451, 1.735, 2.750], [0.251, 2.666, 2.950], [1.772, 1.733, 1.683], [2.313, 2.060, 3.362], [0.396, 3.564, 2.347], [-0.675, 2.207, 2.593], [0.141, 2.964, 3.998], [0.007, -0.048, 4.602], [0.533, 0.607, 5.878], [-0.222, -1.114, 4.777], [-0.927, 0.432, 4.260], [-0.246, 0.538, 6.650], [1.427, 0.092, 6.257], [0.765, 1.674, 5.735], [1.975, -1.992, 0.369], [3.093, 0.762, -2.571], [3.059, 1.233, -0.792], [4.381, 1.907, -0.387], [2.869, 0.316, -0.208], [2.201, 1.912, -0.649], [4.244, 2.476, 0.541], [5.182, 1.173, -0.215], [4.707, 2.604, -1.173], [3.341, -1.051, -2.667], [4.309, -1.417, -3.798], [2.375, -1.528, -2.850], [3.731, -1.395, -1.696], [4.644, -2.456, -3.693], [3.818, -1.321, -4.774], [5.183, -0.757, -3.758], [1.531, 1.328, -3.301], [1.763, 2.513, -4.259], [0.881, 1.628, -2.463], [1.073, 0.475, -3.828], [0.866, 2.650, -4.870], [1.947, 3.438, -3.698], [2.614, 2.299, -4.918], [-1.452, -4.895, 1.535], [-1.806, -4.468, 0.123], [-2.574, -3.170, -0.078], [-0.478, -4.503, 1.855], [-1.375, -5.998, 1.532], [-2.220, -4.629, 2.276], [-0.877, -4.402, -0.459], [-2.452, -5.172, -0.361], [-2.171, -2.540, 0.546]],
  "forces_ev_per_a": [[0.6, 1.2, -0.3], [-0.7, -0.3, -0.2], [0.6, 0.0, 0.4], [-0.5, -0.2, 0.2], [-0.5, 0.3, -0.3], [0.8, -0.4, 0.2], [1.8, 0.4, 0.7], [-0.7, 1.7, -0.7], [-0.8, 0.5, 0.7], [0.8, -0.3, -0.6], [-0.6, 0.5, 0.0], [-1.2, -1.5, -0.3], [-0.2, 0.2, -0.2], [0.3, -0.3, -0.5], [0.8, -2.5, 1.2], [-0.3, -0.5, 0.3], [-0.2, -0.1, -0.1], [0.1, -0.1, 0.0], [-0.3, -0.1, 0.1], [0.4, 0.0, 0.0], [0.3, -0.3, 0.7], [-0.2, -0.1, 0.1], [0.0, 0.2, 0.0], [-0.1, 0.1, -0.3], [-0.1, 0.2, -0.2], [0.2, -0.2, 0.2], [0.1, 0.1, 0.5], [0.2, 0.2, -0.3], [0.0, 0.2, -0.1], [-0.2, -0.1, 0.4], [0.2, -0.2, -0.3], [0.8, 0.1, 0.2], [0.2, 0.0, -0.3], [-0.1, 0.1, 0.6], [-0.4, 0.2, -0.5], [0.0, 0.1, 0.2], [-0.1, 0.0, 0.1], [-0.1, -0.1, -0.3], [0.3, 0.2, 0.1], [-0.4, 0.0, 0.4], [0.0, 0.4, 0.0], [0.2, -0.2, 0.2], [0.3, 0.1, 0.0], [-0.2, 0.2, -0.1], [0.0, -0.4, 0.0], [-0.5, 0.2, -0.3], [0.8, 0.3, 0.4], [-0.1, -0.2, 0.1], [0.0, 0.1, 0.2], [0.2, 0.6, -0.1], [0.3, -0.2, 0.0], [0.1, -0.1, -0.2], [-0.2, 0.2, -0.2], [0.0, -0.2, 0.3], [0.0, -0.2, -0.2], [0.1, -0.1, 0.0], [0.4, -0.1, 0.1], [-0.2, 0.2, -0.4], [-0.1, 0.2, 0.0], [0.2, 0.1, 0.2], [-0.1, -0.2, -0.2], [-0.4, -0.1, -0.1], [-0.2, -0.2, 0.0], [-0.1, -0.2, -0.3], [0.0, 0.3, 0.1], [0.2, 0.1, 0.0], [0.1, -0.2, -0.2], [-0.2, 0.2, 0.1], [-0.3, 0.2, 0.3], [0.2, 0.2, -0.7], [0.1, -0.3, 0.2], [-0.3, 0.0, -0.1], [0.0, 0.5, 0.0], [0.2, -0.1, -0.3], [-0.4, 0.3, -0.1], [-0.3, -0.5, -0.1], [-0.2, 0.1, -0.3]],
  "total_charge": 2,
  "homo_energy_ev": [-12.17, -11.51],
  "fmax_ev_per_a": 2.875,
  "multiplicity": 1
}